Here is a cluster of 18 separate species, C62H130N12O17 in total in a non-equilibrium geometry from the OMol25 dataset. Energies are from the ωB97M-V functional and the def2-TZVPD basis.

Calculated values
LUMO energy (eV): -0.1
HOMO-LUMO gap (eV): 8.5
F_max (Eh/bohr): 0.078
E_tot (hartree): -4376.41245
Multiplicity: 1

Structure (XYZ):
```
221
C62H130N12O17, DFT the ωB97M-V functional and the def2-TZVPD basis
C 4.832 -2.991 -0.805
C 3.666 -3.943 -0.799
C 3.750 -4.566 -2.212
O 5.096 -4.331 -2.608
C 5.957 -3.636 -1.646
H 5.137 -2.561 0.149
H 4.654 -2.120 -1.436
H 2.694 -3.459 -0.707
H 3.724 -4.687 -0.005
H 2.997 -4.092 -2.841
H 3.490 -5.625 -2.196
H 6.433 -2.739 -2.043
H 6.734 -4.231 -1.165
C 7.712 -1.441 1.645
C 7.365 -1.487 3.129
C 8.009 -0.123 3.594
O 7.994 0.677 2.453
C 7.407 -0.008 1.367
H 7.199 -2.149 0.993
H 8.752 -1.712 1.463
H 7.812 -2.369 3.587
H 6.285 -1.628 3.177
H 9.071 -0.048 3.828
H 7.352 0.313 4.346
H 7.854 0.276 0.415
H 6.342 0.224 1.376
C -6.996 -3.806 1.327
C -7.103 -5.177 1.869
C -6.471 -5.105 3.250
O -5.365 -4.339 2.981
C -5.624 -3.311 2.000
H -7.872 -3.286 1.715
H -7.033 -3.864 0.239
H -6.455 -5.837 1.292
H -8.130 -5.539 1.819
H -6.197 -6.113 3.561
H -7.080 -4.634 4.021
H -4.910 -3.291 1.176
H -5.674 -2.303 2.411
C -0.206 0.029 0.997
C 0.734 0.308 -0.286
C -0.042 -0.322 -1.427
O -1.439 -0.184 -1.023
C -1.586 0.179 0.432
H 0.107 0.700 1.798
H -0.050 -0.992 1.345
H 1.752 -0.074 -0.353
H 0.812 1.358 -0.568
H 0.209 -1.372 -1.575
H 0.192 0.303 -2.289
H -2.350 -0.372 0.981
H -1.887 1.226 0.401
C -2.998 2.950 -3.464
C -3.800 2.413 -4.600
C -4.124 0.984 -4.122
O -4.361 1.226 -2.678
C -3.784 2.435 -2.244
H -2.921 4.032 -3.572
H -2.017 2.475 -3.475
H -3.343 2.393 -5.589
H -4.658 3.065 -4.759
H -3.288 0.288 -4.193
H -5.003 0.573 -4.618
H -3.104 2.105 -1.459
H -4.502 3.224 -2.020
C 0.069 3.940 1.946
C 0.164 4.851 0.732
C 0.889 6.001 1.315
O 0.311 6.322 2.573
C -0.027 5.037 3.114
H 1.002 3.377 1.929
H -0.875 3.397 1.994
H -0.799 4.998 0.243
H 0.815 4.373 0.001
H 0.937 6.918 0.727
H 1.932 5.764 1.520
H -1.014 4.984 3.572
H 0.610 4.920 3.991
C -2.256 -2.208 3.430
C -1.444 -1.046 4.051
O -0.222 -1.085 3.930
N -2.065 0.056 4.448
C -1.401 1.102 5.126
H -3.071 -1.877 2.787
H -2.636 -2.923 4.160
H -1.511 -2.672 2.783
H -3.072 0.088 4.378
H -1.104 1.982 4.554
H -0.570 0.761 5.743
H -2.123 1.506 5.836
C -0.410 -3.879 -5.305
C 0.014 -2.518 -5.834
O -0.205 -2.121 -6.966
N 0.525 -1.696 -4.921
C 1.157 -0.348 -5.234
H 0.023 -4.172 -4.348
H -0.115 -4.660 -6.007
H -1.499 -3.840 -5.289
H 0.337 -1.990 -3.973
H 1.653 -0.036 -4.315
H 0.424 0.417 -5.490
H 1.830 -0.676 -6.027
C 0.768 6.157 -7.560
C 0.595 5.522 -6.196
O 1.075 4.465 -5.915
N -0.214 6.138 -5.316
C -0.676 5.542 -4.071
H 0.583 5.372 -8.292
H 1.807 6.462 -7.684
H 0.036 6.951 -7.710
H -0.603 7.057 -5.477
H -1.729 5.823 -4.038
H -0.246 6.083 -3.229
H -0.574 4.460 -3.988
C -1.146 -3.973 0.080
C -0.472 -4.658 -1.075
O -0.103 -3.972 -2.023
N -0.387 -5.985 -0.844
C 0.456 -6.906 -1.578
H -2.149 -4.361 0.259
H -1.261 -2.909 -0.125
H -0.424 -4.135 0.881
H -0.941 -6.484 -0.162
H 0.231 -6.536 -2.578
H 0.043 -7.910 -1.666
H 1.531 -6.860 -1.404
C 2.972 -1.080 2.783
C 3.198 0.349 3.335
O 4.336 0.884 3.309
N 2.141 1.012 3.861
C 2.144 2.286 4.479
H 2.088 -1.611 3.137
H 3.817 -1.759 2.901
H 2.710 -1.132 1.726
H 1.187 0.681 3.826
H 2.226 2.201 5.562
H 1.350 2.957 4.152
H 3.010 2.782 4.039
C -5.453 -0.706 -0.672
C -5.068 -1.860 -1.605
O -5.870 -2.672 -1.888
N -3.767 -1.865 -1.997
C -3.249 -2.843 -2.912
H -5.963 -1.093 0.210
H -5.992 0.097 -1.175
H -4.571 -0.325 -0.158
H -3.187 -1.082 -1.728
H -3.991 -3.143 -3.652
H -2.779 -3.740 -2.510
H -2.462 -2.387 -3.512
C -5.546 2.001 6.056
C -5.382 0.626 5.759
O -5.092 0.150 4.664
N -5.700 -0.212 6.742
C -5.592 -1.604 6.602
H -4.837 2.607 5.492
H -5.275 2.237 7.085
H -6.592 2.295 5.969
H -5.708 0.209 7.660
H -6.013 -1.934 7.551
H -4.550 -1.921 6.640
H -6.105 -2.131 5.797
C 3.919 -2.955 -5.687
C 5.169 -2.201 -5.577
O 6.108 -2.437 -6.338
N 5.225 -1.221 -4.620
C 6.247 -0.155 -4.682
H 3.626 -3.030 -4.640
H 4.251 -3.936 -6.028
H 3.207 -2.568 -6.417
H 4.733 -1.371 -3.750
H 7.251 -0.491 -4.420
H 6.030 0.610 -3.936
H 6.075 0.394 -5.607
C 5.550 6.098 -0.142
C 4.246 6.280 -0.854
O 3.317 5.481 -0.716
N 4.234 7.334 -1.649
C 3.054 7.742 -2.448
H 5.490 5.405 0.697
H 6.049 6.980 0.261
H 6.230 5.588 -0.824
H 5.083 7.869 -1.764
H 2.175 7.154 -2.188
H 3.271 7.537 -3.497
H 2.918 8.814 -2.307
C -4.698 2.192 1.592
C -5.159 3.502 2.171
O -4.439 4.452 2.058
N -6.322 3.500 2.740
C -6.801 4.651 3.554
H -4.661 2.248 0.504
H -5.430 1.440 1.887
H -3.737 1.970 2.056
H -6.823 2.626 2.813
H -6.076 5.060 4.259
H -7.764 4.336 3.955
H -7.223 5.358 2.840
C 2.413 2.637 -3.049
C 3.339 1.842 -2.094
O 3.703 0.696 -2.447
N 3.598 2.494 -0.964
C 4.365 2.069 0.228
H 1.340 2.520 -2.895
H 2.668 2.540 -4.104
H 2.431 3.725 -2.984
H 3.166 3.401 -0.851
H 4.514 2.879 0.942
H 5.236 1.459 -0.014
H 3.587 1.450 0.676
N -0.841 -8.096 4.130
C -0.242 -7.722 2.944
C 0.428 -6.508 2.744
C 0.323 -5.556 3.684
C -0.285 -5.825 4.908
C -0.822 -7.104 5.128
H -0.014 -8.483 2.213
H 0.984 -6.296 1.843
H 0.771 -4.579 3.584
H -0.259 -5.079 5.688
H -1.384 -7.273 6.034
```